Record 1
Here is 2 unconnected molecules or ions with the total composition Cl2O2S from the OMol25 dataset. Energies are from ωB97M-V/def2-TZVPD.

Computed properties:
Relative energy (zero: lowest compared OMol25 entry of this formula, charge and spin) ... 0.0 kJ/mol
Strongest force on any atom ... 0.9 eV Å⁻¹

ORCA input file:
```
! wB97M-V def2-TZVPD RIJCOSX def2/J DEFGRID3
* xyz 0 1
Cl -3.87 -0.38 0.11
Cl -2.08 0.54 -0.12
O 0.84 0.39 -0.23
O 3.19 0.00 0.32
S 1.93 -0.54 -0.08
*
```


Record 2
Here is 2 unconnected molecules or ions with the total composition C2H5BrO from the OMol25 dataset. Energies are from ωB97M-V/def2-TZVPD.

Computed properties:
Relative energy (zero: lowest compared OMol25 entry of this formula, charge and spin) ... 307.1 kJ/mol
Strongest force on any atom ... 4.4 eV Å⁻¹

ORCA input file:
```
! wB97M-V def2-TZVPD RIJCOSX def2/J DEFGRID3
* xyz 0 1
O -1.21 0.23 1.20
C -0.61 -0.45 0.22
H -2.00 -0.07 1.52
Br -0.78 -2.43 0.20
H -1.34 -0.01 -1.45
H 1.52 -0.62 0.73
C 0.84 -0.05 0.04
H 1.10 -0.21 -1.11
H 0.94 0.93 0.40
*
```


Record 3
Here is 2 unconnected molecules or ions with the total composition C9H14SSi from the OMol25 dataset. Energies are from ωB97M-V/def2-TZVPD.

Computed properties:
Relative energy (zero: lowest compared OMol25 entry of this formula, charge and spin) ... 553.6 kJ/mol
Strongest force on any atom ... 2.0 eV Å⁻¹

ORCA input file:
```
! wB97M-V def2-TZVPD RIJCOSX def2/J DEFGRID3
* xyz 0 1
C -0.38 0.21 -0.59
Si -3.53 -1.05 0.96
C -0.24 2.65 -0.56
C 0.99 -1.68 -1.44
H 0.08 3.50 0.04
H -4.95 -1.33 1.19
C 1.92 -0.04 1.17
S -3.38 0.49 -0.44
H 2.09 2.02 0.66
H -2.86 -2.23 0.42
C 2.05 -1.32 0.80
H 1.01 -2.25 -2.36
H 0.24 2.70 -1.54
H 2.04 0.93 -0.74
H 2.33 -2.03 1.57
C 0.10 1.34 0.15
H -2.88 -0.65 2.20
H -0.33 1.36 1.16
H -1.07 -1.26 -1.85
H 2.69 -2.64 -0.75
H 2.03 0.21 2.21
H -1.32 2.70 -0.71
C 1.64 1.11 0.26
C -0.22 -0.86 -1.30
C 1.94 -1.89 -0.53
*
```


Record 4
Here is a molecular structure, C15H27GeNS2SeV from the OMol25 dataset. Energies are from ωB97M-V/def2-TZVPD.

Computed properties:
Relative energy (zero: lowest compared OMol25 entry of this formula, charge and spin) ... 38.4 kJ/mol
Strongest force on any atom ... 0.7 eV Å⁻¹

ORCA input file:
```
! wB97M-V def2-TZVPD RIJCOSX def2/J DEFGRID3
* xyz -2 2
H 0.72 6.82 -1.81
H -3.36 1.24 1.86
H 0.14 9.18 0.86
C -3.52 0.25 2.28
H 0.08 2.90 -1.76
H 6.39 -0.43 2.44
H 5.58 0.46 4.62
H 1.88 7.29 -0.55
C 3.52 0.12 4.14
H -0.33 6.45 3.06
S 0.86 -0.33 3.63
C -0.04 1.95 -1.25
C 4.42 -0.88 1.74
H 1.53 5.57 -0.86
H -2.48 5.11 0.80
H -2.16 5.44 -0.97
H -4.59 0.03 2.28
C -3.31 -0.81 0.02
C 0.40 6.24 2.28
H -3.18 0.17 -0.43
N -1.38 -0.43 1.41
H -2.44 -2.17 3.08
S 1.92 -1.52 0.78
H -2.76 -1.54 -0.58
H 1.28 6.88 2.45
H -1.14 8.94 -0.35
H -1.52 8.77 1.37
V 0.21 0.01 1.43
H 3.16 0.53 5.08
Se 0.40 2.29 0.63
H -3.95 -2.46 2.19
C 3.05 -0.88 1.99
H -3.15 0.25 3.30
C 2.58 -0.36 3.23
C 4.88 0.08 3.88
H -2.38 -2.93 1.48
H 4.76 -1.26 0.78
C -2.90 -2.18 2.09
C -1.75 5.41 0.04
C 1.10 6.57 -0.81
C 5.33 -0.42 2.67
H 0.70 5.20 2.35
C -2.76 -0.79 1.45
H 0.62 1.20 -1.69
H -1.07 1.64 -1.35
Ge -0.40 6.59 0.50
H -4.37 -1.07 0.01
C -0.75 8.59 0.61
*
```


Record 5
Here is a molecular structure, C15H35AlBeCl4CsF4KN3NaO8P from the OMol25 dataset. Energies are from ωB97M-V/def2-TZVPD.

Computed properties:
Total energy ... -135490.2844 eV
Strongest force on any atom ... 11.1 eV Å⁻¹

ORCA input file:
```
! wB97M-V def2-TZVPD RIJCOSX def2/J DEFGRID3
* xyz 1 1
O 5.25 3.83 -1.31
C 5.34 0.28 2.34
C 5.78 3.74 -2.54
H -8.15 2.56 2.11
H 0.18 -1.34 0.83
H -6.96 4.27 -0.99
H 6.97 5.55 -2.33
K -6.48 0.94 -0.69
N -2.19 -1.22 4.84
C -8.33 3.63 2.02
F -1.07 -5.92 -2.12
H 4.41 2.21 -3.25
H 0.66 0.45 -3.02
C 3.14 -3.00 4.04
Cl 2.78 -1.30 4.32
H -2.24 -3.60 -1.76
O -6.00 3.36 0.56
H 6.42 0.32 2.20
Cl 2.48 -3.53 2.50
H -0.21 -3.98 -0.93
O -1.42 -2.07 5.26
H 1.50 -2.85 0.36
Al -0.62 -6.98 -0.85
N -8.16 4.06 0.63
H 5.97 1.69 -0.03
C 4.90 1.60 0.19
C 1.68 -1.63 -2.89
C -9.29 4.68 -0.05
C -6.99 3.89 0.04
H 1.95 -0.99 0.11
H 5.13 3.16 -4.55
H -9.01 4.96 -1.07
F 0.08 -5.96 0.32
H -3.98 -1.73 0.63
O 3.93 -0.54 0.61
Be 1.94 -6.02 6.98
O 0.21 -0.56 -1.38
O -2.15 -0.04 5.22
H 0.94 -2.04 -3.57
C -2.77 -1.65 -1.04
H -2.48 -1.03 0.93
C 4.73 3.22 -3.53
O 1.79 -2.42 -1.74
Cs 3.71 -0.17 -2.34
H 2.05 0.32 -1.74
H 6.63 5.11 -4.01
C -1.72 -2.65 -1.53
C -0.64 -3.07 -0.56
F 0.50 -8.10 -1.39
H 6.68 3.10 -2.64
H -10.14 3.99 -0.09
H 5.36 5.83 -3.01
H -7.63 4.15 2.66
O -3.08 -1.56 3.99
H -9.35 3.85 2.34
N -3.00 -1.73 0.42
H -9.60 5.58 0.48
H 3.84 3.85 -3.57
C 4.65 0.36 1.01
F -1.99 -7.72 -0.23
C 1.20 -0.17 -2.30
H 5.02 1.11 2.97
H 5.08 -0.66 2.83
Cl 2.40 -3.99 5.35
Na -4.72 -0.07 1.63
H 4.57 2.48 0.73
H -3.69 -1.82 -1.59
C 6.21 5.16 -3.00
H 4.35 1.53 -0.74
Cl 4.89 -3.25 4.05
H -2.42 -0.65 -1.32
P 0.84 -1.80 -0.40
H -1.29 -2.32 -2.47
H 2.67 -1.38 -3.39
H -1.06 -3.30 0.42
*
```


Record 6
Here is a molecular structure, C45H40Cl2N6O5PSTl from the OMol25 dataset. Energies are from ωB97M-V/def2-TZVPD.

Computed properties:
Relative energy (zero: lowest compared OMol25 entry of this formula, charge and spin) ... 0.0 kJ/mol
Strongest force on any atom ... 0.8 eV Å⁻¹

ORCA input file:
```
! wB97M-V def2-TZVPD RIJCOSX def2/J DEFGRID3
* xyz -2 1
H -0.72 -7.63 2.67
C -1.04 -2.44 -4.52
H -3.81 0.36 2.65
H 4.04 -0.07 -0.57
S 3.47 -3.12 1.03
C -0.70 -1.58 -3.46
H -1.34 -2.19 2.62
C -1.42 4.92 1.69
C 0.46 -1.01 4.52
C 0.51 -0.10 3.48
C -0.68 -2.13 -5.82
C 2.56 3.64 -2.92
O 4.34 -3.09 2.17
H 2.95 -0.70 -2.76
C -2.08 -3.05 -0.58
H 3.35 -5.34 2.85
H -0.94 -2.81 -6.62
C 0.46 3.61 2.38
C 2.36 -4.47 1.17
H 2.01 4.72 0.74
C -3.04 -4.05 -0.29
H 2.63 0.86 -1.12
C -0.45 3.97 1.38
O 4.07 -3.14 -0.27
H -2.20 5.15 0.97
H 2.72 3.32 -3.94
C -2.30 5.83 -2.41
H -2.93 -4.00 3.10
C -2.70 -3.73 2.07
H -0.10 -0.81 5.42
C 3.00 0.20 -0.35
H 0.26 0.27 -2.96
H 1.19 2.83 2.17
H 2.99 0.75 0.59
C 1.78 -1.51 2.25
H -4.11 3.16 -3.45
C 1.26 -4.50 0.31
C -2.51 3.09 -2.03
H -3.95 5.61 -3.78
C 2.15 4.41 -0.29
C 0.44 4.21 3.63
C 1.39 3.30 -2.26
H -1.58 -3.35 -4.29
C 2.11 -1.00 -0.20
O -4.09 3.31 1.85
C -1.55 3.79 -1.31
C -3.28 5.11 -3.09
H 3.94 -2.04 -2.11
H -0.69 5.72 -1.02
C -0.52 5.18 3.91
H 0.01 0.86 3.53
C -3.37 3.74 -2.91
H 0.89 0.82 -5.28
C 0.30 -5.48 0.49
H -2.20 6.90 -2.56
C 0.02 -0.96 -6.12
C -3.34 2.33 1.91
C 2.93 -1.72 -2.38
H 1.63 -7.11 3.14
Cl -4.59 1.75 4.40
O -2.42 1.98 1.12
C 1.16 3.68 -0.93
C -3.33 -4.40 1.01
H -2.49 1.17 3.51
N 1.18 -0.33 2.36
H -4.07 -5.17 1.21
C -1.79 -2.71 1.78
H -0.58 -5.48 -0.15
N 1.84 -2.44 3.21
P -0.37 2.95 -0.14
H -1.49 -7.04 1.32
C 0.00 -0.40 -3.77
H 4.47 4.63 -2.76
Cl -2.65 1.36 -1.95
H 0.29 -0.72 -7.14
C 3.34 4.75 -0.94
C 0.35 -0.10 -5.07
H -3.56 -4.51 -1.12
C -1.45 5.52 2.94
C -1.41 -2.39 0.48
C 2.50 -5.40 2.18
N -0.61 -7.34 1.71
C 1.17 -2.18 4.32
N -1.86 -2.81 -1.93
C 3.55 4.37 -2.26
O 2.02 -1.85 -1.30
C -3.47 1.31 3.06
H 2.54 -2.36 -3.17
H -2.23 6.23 3.17
H 1.21 -2.95 5.09
H 1.14 -3.76 -0.46
H 1.16 3.91 4.38
N -0.98 -1.85 -2.14
H 0.64 2.71 -2.78
C 0.41 -6.40 1.52
H 4.09 5.32 -0.41
H -0.56 5.63 4.89
C 1.53 -6.38 2.35
N 2.45 -1.79 1.05
C -1.45 5.17 -1.54
Tl -0.29 -0.52 -0.14
*
```


Record 7
Here is C3H7NO2 in the gas phase from the OMol25 dataset. Energies are from ωB97M-V/def2-TZVPD.

Computed properties:
Relative energy (zero: lowest compared OMol25 entry of this formula, charge and spin) ... 408.1 kJ/mol
Strongest force on any atom ... 0.6 eV Å⁻¹

ORCA input file:
```
! wB97M-V def2-TZVPD RIJCOSX def2/J DEFGRID3
* xyz 0 1
C 0.07 -0.28 0.08
H 2.95 1.07 -0.37
H -1.19 1.30 0.45
H -1.58 -0.10 1.25
H 2.64 -0.44 0.54
C 2.32 0.19 -0.29
N -1.24 0.28 0.37
H -2.23 -1.12 -0.89
C -2.60 -0.17 -0.46
H -2.60 0.55 -1.29
O 0.98 0.68 -0.06
O 0.26 -1.46 0.00
H 2.35 -0.40 -1.21
*
```


Record 8
Here is a molecular structure, C6H5IrN6O2S3Sb2Se4 from the OMol25 dataset. Energies are from ωB97M-V/def2-TZVPD.

Computed properties:
Relative energy (zero: lowest compared OMol25 entry of this formula, charge and spin) ... 164.6 kJ/mol
Strongest force on any atom ... 2.0 eV Å⁻¹

ORCA input file:
```
! wB97M-V def2-TZVPD RIJCOSX def2/J DEFGRID3
* xyz 0 1
Se 6.88 1.97 -0.44
O -0.13 1.86 -1.13
C -2.44 -0.58 -0.13
S 1.14 -0.37 -3.01
Ir 0.38 -0.12 -0.77
S 4.02 -0.83 -0.97
Se 5.92 -0.88 2.60
Se 4.45 2.52 2.85
C -2.10 -0.92 -2.37
Sb 2.29 -2.30 -2.31
C -0.18 0.37 2.35
N -0.48 0.05 1.11
H -1.42 -0.91 -3.20
H -4.42 -0.96 0.58
H 0.79 0.66 2.72
H -3.83 -1.55 -3.46
C -3.44 -1.27 -2.49
C -3.77 -0.95 -0.28
C -1.82 -0.20 1.13
N -1.30 0.30 3.07
N -2.35 -0.06 2.31
N -1.60 -0.57 -1.18
Sb 5.65 1.07 1.28
O -0.24 3.74 -0.18
N 0.19 2.63 -0.11
N -4.27 -1.29 -1.46
Se 2.66 0.53 -0.08
S 0.84 -2.45 -0.48
H -1.42 0.49 4.05
*
```


Record 9
Here is a molecular structure, C18H36O18 from the OMol25 dataset. Energies are from ωB97M-V/def2-TZVPD.

Computed properties:
Relative energy (zero: lowest compared OMol25 entry of this formula, charge and spin) ... 2312.9 kJ/mol
Strongest force on any atom ... 12.7 eV Å⁻¹

ORCA input file:
```
! wB97M-V def2-TZVPD RIJCOSX def2/J DEFGRID3
* xyz 0 1
H 2.91 19.02 -0.49
H -1.10 26.38 3.13
H -0.13 21.76 2.33
O -0.16 24.00 1.60
O -1.82 19.21 2.91
O 2.58 18.01 4.23
H 4.43 21.32 0.04
H 4.23 17.15 5.25
H 1.58 22.83 1.54
H 2.12 19.70 -1.91
H -3.34 19.01 4.45
H 3.40 18.63 6.09
H 2.31 19.42 0.33
O -1.12 17.60 1.57
H 2.74 20.86 0.12
H 1.11 23.66 -0.04
H -1.76 15.98 0.65
O 4.44 18.79 3.19
C 4.03 22.55 2.23
H 4.05 23.59 4.96
O -3.29 17.68 1.90
C 0.78 23.18 0.88
H 3.20 22.23 -0.89
H 3.75 19.90 0.92
O 3.77 23.64 2.98
O 0.84 20.97 -4.64
H -1.74 17.33 -0.45
O 3.28 22.70 1.15
H -3.53 20.35 3.35
O 2.45 18.71 2.16
H -0.47 20.20 -6.15
H 2.32 21.94 -0.79
H -1.88 25.80 1.65
C 3.23 18.52 3.17
H 1.27 23.17 -1.55
C 1.43 22.10 -1.39
H -0.92 20.48 3.29
H -1.68 21.14 1.77
C -2.79 19.73 3.84
H -2.88 26.09 3.11
H 0.10 22.47 0.41
H 3.71 18.21 0.49
H -0.75 21.92 -5.82
H 2.21 17.94 -1.64
H -0.19 16.39 0.05
H 4.21 25.10 4.37
H 5.56 24.11 4.01
H 0.76 21.37 -6.57
C -0.83 23.50 2.62
C 0.79 20.07 0.48
C -1.91 25.76 2.74
O 1.44 21.10 0.40
C -2.18 18.11 2.16
C -0.75 20.86 2.28
C 3.41 21.72 0.04
H 2.84 17.08 6.27
C 0.00 21.13 -5.83
H 0.51 21.64 -1.03
C 3.33 17.70 5.52
C 4.47 24.08 4.08
O -0.28 19.87 1.32
C -1.16 16.82 0.31
O 0.94 18.92 -0.24
C 3.12 19.01 0.94
O 1.55 21.55 -2.73
O -0.60 21.87 -3.13
O -1.93 24.28 2.96
C 0.47 21.52 -3.47
C 2.05 18.91 -1.16
H -2.29 20.38 4.56
O 4.79 21.65 2.59
O -0.55 22.47 3.16
*
```